ORCA calculation (ωB97M-V/def2-TZVPD) on a molecular structure, C35H28ClF3N6O7SSn.

Electronic energy in eV: -97367.015
Highest occupied orbital energy in eV: -2.277
HOMO-LUMO gap in eV: 6.30
LUMO energy in hartree: 0.1480

ORCA input file:
```
! wB97M-V def2-TZVPD RIJCOSX def2/J DEFGRID3
* xyz -2 1
Sn 0.4093 0.0404 0.0586
O -2.4609 -4.2361 5.6927
C -1.7752 -4.6810 4.7539
O -1.5328 -5.8524 4.4091
C -1.1090 -3.5868 3.8576
C -0.2285 -3.9259 2.8415
C 0.3360 -2.9178 2.0682
N 0.0139 -1.6348 2.2356
C -0.8236 -1.2935 3.2120
C -1.3784 -2.2443 4.0636
C -1.1417 0.1505 3.2996
C -2.2124 0.6281 4.0507
C -2.4590 1.9886 4.0787
C -1.6228 2.8392 3.3738
C -0.5851 2.2770 2.6491
N -0.3552 0.9729 2.6052
C 1.3698 -3.1830 1.0381
C 1.5451 -4.4339 0.4553
C 2.5971 -4.6142 -0.4288
C 3.4431 -3.5520 -0.6959
C 3.1659 -2.3273 -0.1035
N 2.1544 -2.1451 0.7334
H 0.0049 -4.9725 2.7010
H -2.0255 -1.9874 4.8904
H -2.8605 -0.0539 4.5813
H -3.2950 2.3767 4.6466
H -1.7799 3.9089 3.3759
H 0.0973 2.8911 2.0696
H 0.8666 -5.2437 0.6844
H 2.7508 -5.5776 -0.8994
H 4.2812 -3.6544 -1.3696
H 3.7787 -1.4564 -0.3026
Cl 3.9515 6.8280 0.5906
C 3.4605 5.1470 0.6419
C 3.1966 4.5485 1.8607
C 2.7712 3.2403 1.8805
C 2.6284 2.4488 0.7069
O 2.2114 1.2338 0.8554
C 2.9502 3.1031 -0.5299
C 2.9270 2.3829 -1.8638
O 1.7757 1.7357 -2.2080
C 3.3256 4.4404 -0.5360
H 3.3066 5.1134 2.7780
H 2.5141 2.7607 2.8177
H 4.2331 3.2196 -3.0163
H 3.5085 4.9328 -1.4799
N -3.4918 -1.6963 -5.7180
C -2.7285 -1.2638 -4.6388
C -3.0170 -1.6810 -3.3411
C -2.2016 -1.2600 -2.3066
N -1.1538 -0.4605 -2.4766
C -0.8778 -0.0636 -3.7140
C -1.6187 -0.4413 -4.8204
H -4.4205 -2.0037 -5.4840
H -3.4472 -1.1156 -6.5380
H -3.8696 -2.3195 -3.1427
H -2.4097 -1.5543 -1.2865
H -0.0238 0.5948 -3.8206
H -1.3462 -0.1018 -5.8127
F 5.6710 0.7048 -4.0048
C 4.7072 -0.2446 -3.8157
F 4.3102 -0.5748 -5.0928
F 5.3575 -1.3430 -3.3637
S 2.9660 0.4662 -3.0536
O 3.2752 3.2799 -2.9239
O 3.8827 1.3046 -1.9480
O 2.4920 -0.7968 -2.5022
C -3.2636 -1.3744 1.0974
C -3.2327 0.0575 0.6452
C -4.3242 0.9020 0.5329
C -3.8378 2.1121 -0.0169
C -2.4796 1.9321 -0.2022
C -1.4889 2.8761 -0.8178
N -2.0982 0.6842 0.2013
H -3.9837 -1.9517 0.5092
H -3.5584 -1.4722 2.1446
H -2.2810 -1.8302 0.9852
H -5.3428 0.6559 0.8034
H -4.4061 2.9987 -0.2660
H -2.0050 3.7286 -1.2611
H -0.9137 2.3641 -1.5930
H -0.7685 3.2528 -0.0815
*
```

ORCA calculation (ωB97M-V/def2-TZVPD) on a gas-phase ion, C5H7N2 (charge +1).

Structure (SMILES): C=C=[N+]=C(C)N=C
Electronic energy in eV: -8268.455
Highest occupied orbital energy in eV: -13.711
HOMO-LUMO gap in eV: 8.91
LUMO energy in hartree: -0.1765

ORCA input file:
```
! wB97M-V def2-TZVPD RIJCOSX def2/J DEFGRID3
* xyz 1 1
C 0.5476 0.7641 -3.0471
C 0.1494 0.1820 -1.9745
N -0.1875 -0.1851 -0.8754
C -0.0846 -0.2495 0.4027
C 0.2205 -1.4982 1.0651
N -0.4819 0.6998 1.1824
C -0.3631 1.8514 1.6879
H 1.2632 0.2973 -3.7109
H -0.0837 1.5786 -3.4524
H 0.0667 -1.2430 2.1645
H 1.2013 -1.9843 0.7768
H -0.3276 -2.3394 0.6782
H 0.5491 2.3727 1.6133
H -1.2318 2.3269 2.0528
*
```

ORCA calculation (ωB97M-V/def2-TZVPD) on 2 unconnected molecules or ions with the total composition C5H9NO.

Structure (SMILES): CC(C)=O.CC#N
Electronic energy in eV: -8868.321
Highest occupied orbital energy in eV: -9.737
HOMO-LUMO gap in eV: 10.65
LUMO energy in hartree: 0.0336

ORCA input file:
```
! wB97M-V def2-TZVPD RIJCOSX def2/J DEFGRID3
* xyz 0 1
C 1.0987 1.8035 -0.2538
C -0.1930 1.0566 -0.4862
C -1.2571 1.1972 0.5776
O -0.3548 0.3495 -1.4629
H 0.9085 2.8635 -0.0550
H 1.7508 1.6965 -1.1221
H 1.5941 1.3820 0.6289
H -0.8839 0.7655 1.5132
H -2.1642 0.6745 0.2687
H -1.4835 2.2516 0.7662
C -0.0347 -2.6098 -0.4316
C 0.5590 -1.8412 0.6612
N 1.0110 -1.2022 1.5137
H 0.7279 -3.2277 -0.9127
H -0.8292 -3.2538 -0.0446
H -0.4495 -1.9059 -1.1607
*
```

ORCA calculation (ωB97M-V/def2-TZVPD) on a gas-phase ion, C13H22N3O5 (charge -1).

Structure (SMILES): CNC(=O)[C@@H](CCC(=O)[O-])NC(=O)[C@H](NC(C)=O)C(C)C
Electronic energy in eV: -28550.467
Highest occupied orbital energy in eV: -5.984
HOMO-LUMO gap in eV: 9.21
LUMO energy in hartree: 0.1186

ORCA input file:
```
! wB97M-V def2-TZVPD RIJCOSX def2/J DEFGRID3
* xyz -1 1
C -2.4599 0.5301 -4.0839
N -1.3600 0.4971 -3.0797
C -0.0363 0.5047 -3.3422
O 0.3876 0.5289 -4.4947
C 0.9828 0.4830 -2.1809
C 1.3203 1.8827 -1.6560
C 0.1745 2.7487 -1.1711
C -0.5971 2.0239 -0.0631
O -0.0525 1.9966 1.0642
O -1.5818 1.3812 -0.4047
N 0.5464 -0.3706 -1.0630
C 1.2929 -1.1714 -0.2984
O 2.4601 -1.3873 -0.6591
C 0.7136 -1.6241 1.0628
N -0.5123 -0.8991 1.4528
C -1.7031 -1.4010 1.7905
C -2.8129 -0.4122 2.0400
O -1.8471 -2.6179 1.9649
C 1.7604 -1.5718 2.1705
C 2.2214 -0.1455 2.4852
C 1.3219 -2.2006 3.5176
H -2.3329 -0.2664 -4.7938
H -3.4008 0.3872 -3.5028
H -2.5272 1.4857 -4.6035
H -1.5861 0.5544 -2.0944
H 1.9049 0.0931 -2.6278
H 2.0641 1.7577 -0.8688
H 1.7733 2.4369 -2.4817
H 0.6087 3.6881 -0.8254
H -0.4871 2.9339 -2.0173
H -0.3347 -0.0926 -0.6209
H 0.4115 -2.6848 0.9356
H -0.4130 0.1185 1.3585
H -3.6187 -0.9169 2.5793
H -2.3818 0.4231 2.5673
H -3.1605 -0.1047 1.0689
H 2.6427 -2.1218 1.8018
H 2.6579 0.2793 1.5440
H 2.9696 -0.1559 3.2758
H 1.3583 0.4711 2.7781
H 0.4433 -1.6793 3.8443
H 2.1183 -2.1399 4.2596
H 1.0714 -3.2421 3.3715
*
```

ORCA calculation (ωB97M-V/def2-TZVPD) on a single C2H5NO2 molecule.

Structure (SMILES): NCC(=O)O
Electronic energy in eV: -7740.152
Highest occupied orbital energy in eV: -9.792
HOMO-LUMO gap in eV: 10.41
LUMO energy in hartree: 0.0227

ORCA input file:
```
! wB97M-V def2-TZVPD RIJCOSX def2/J DEFGRID3
* xyz 0 1
N -1.6338 0.1477 -0.1755
C -0.4432 -0.5796 0.2743
C 0.8046 0.2711 0.1014
O 0.8272 1.4840 0.1502
O 1.8375 -0.5045 -0.0768
H -1.8045 0.9173 0.4656
H -1.3858 0.6604 -1.0648
H -0.5404 -0.9857 1.2723
H -0.2212 -1.3435 -0.4318
H 2.5596 -0.0672 -0.5149
*
```

ORCA calculation (ωB97M-V/def2-TZVPD) on a single C6H10 molecule.

Structure (SMILES): C1=CCCCC1
Electronic energy in eV: -6383.465
Highest occupied orbital energy in eV: -9.189
HOMO-LUMO gap in eV: 10.41
LUMO energy in hartree: 0.0450

ORCA input file:
```
! wB97M-V def2-TZVPD RIJCOSX def2/J DEFGRID3
* xyz 0 1
C 0.4153 -1.2311 -0.7251
C -0.7447 -0.6976 -1.1360
C -1.2711 0.6066 -0.5807
C -0.1140 1.2202 0.1913
C 0.3202 0.2209 1.2748
C 1.2311 -0.7061 0.4671
H 0.7704 -2.1353 -1.2188
H -1.3425 -1.1699 -1.9177
H -2.1470 0.4252 0.0607
H -1.6039 1.2672 -1.3917
H 0.7137 1.2244 -0.5274
H -0.2398 2.2547 0.5071
H -0.5390 -0.3504 1.6570
H 0.7954 0.6960 2.1419
H 1.6639 -1.5468 1.0175
H 2.0920 -0.0780 0.1799
*
```

ORCA calculation (ωB97M-V/def2-TZVPD) on a molecular structure, C44H48AsKN7O.

Electronic energy in eV: -136049.539
Highest occupied orbital energy in eV: -3.376
HOMO-LUMO gap in eV: 5.51
LUMO energy in hartree: 0.0785

ORCA input file:
```
! wB97M-V def2-TZVPD RIJCOSX def2/J DEFGRID3
* xyz -1 1
K 1.1071 0.0667 0.1298
C 3.8633 -0.6583 3.2574
C 4.5639 -0.6884 1.9038
C 4.7200 0.6830 1.2684
N 3.4118 1.1459 0.8534
C 3.3583 2.2595 0.1800
C 4.4566 3.1316 -0.1016
C 4.6544 3.9331 -1.2143
C 3.9141 4.0884 -2.3710
C 2.6632 3.4885 -2.6055
C 1.8212 2.8371 -1.7510
C 1.9708 2.6551 -0.3122
N 0.9030 2.6509 0.4136
C 0.9697 2.5149 1.8789
C -0.3861 2.1648 2.5256
C -0.5787 0.6847 2.8942
N -0.9810 -0.1627 1.7619
C -0.8280 -1.4436 1.8100
C -1.2867 -2.2569 0.6928
C -1.7585 -3.5344 0.7243
C -1.9122 -4.4329 1.8045
C -1.4742 -4.2042 3.1018
C -0.6707 -3.2089 3.6335
C -0.0426 -2.1482 2.8945
N 1.1583 -1.6799 3.0446
C 1.9955 -2.2136 4.1007
C 3.4696 -2.0547 3.7484
H 2.9664 -0.0400 3.1684
H 4.5144 -0.1600 3.9823
H 3.9771 -1.3131 1.2195
H 5.5369 -1.1867 2.0055
H 5.4087 0.6478 0.4110
H 5.1854 1.3720 1.9925
H 5.2855 3.0736 0.5937
H 5.6012 4.4742 -1.1977
H 4.3390 4.6835 -3.1703
H 2.2717 3.5989 -3.6147
H 0.8599 2.5340 -2.1554
H 1.3124 3.4866 2.2552
H 1.7245 1.7897 2.2056
H -1.2033 2.5192 1.8940
H -0.4621 2.7194 3.4676
H -1.3638 0.5854 3.6541
H 0.3400 0.3281 3.3695
H -1.3537 -1.7358 -0.2581
H -2.1364 -3.8955 -0.2324
H -2.4690 -5.3431 1.6192
H -1.7607 -4.9734 3.8196
H -0.3661 -3.3284 4.6658
H 1.7811 -3.2733 4.3057
H 1.7802 -1.6786 5.0381
H 3.7156 -2.7865 2.9705
H 4.0664 -2.3439 4.6204
C -3.5135 5.2084 0.5270
C -2.2677 5.1807 -0.0891
C -1.7687 3.9984 -0.6103
C -2.5194 2.8280 -0.5353
C -3.7657 2.8595 0.0750
C -4.2597 4.0464 0.6085
As -1.7293 1.1807 -1.2660
C -1.7471 1.7269 -3.1541
C -0.8327 1.1064 -3.9964
C -0.8088 1.4222 -5.3519
C -1.6888 2.3601 -5.8654
C -2.5988 2.9889 -5.0237
C -2.6269 2.6729 -3.6740
C -3.3365 0.0332 -1.3141
C -3.8648 -0.4374 -0.1145
C -4.9534 -1.2958 -0.1116
C -5.5198 -1.7124 -1.3078
C -4.9906 -1.2618 -2.5070
C -3.9068 -0.3919 -2.5116
H -3.8935 6.1324 0.9439
H -1.6696 6.0810 -0.1534
H -0.7785 3.9879 -1.0505
H -4.3671 1.9632 0.1363
H -5.2321 4.0506 1.0859
H -0.1300 0.3756 -3.6103
H -0.0915 0.9370 -6.0022
H -1.6653 2.6086 -6.9198
H -3.2867 3.7288 -5.4158
H -3.3374 3.1648 -3.0200
H -3.4046 -0.1518 0.8248
H -5.3415 -1.6566 0.8325
H -6.3636 -2.3908 -1.3022
H -5.4195 -1.5856 -3.4484
H -3.5105 -0.0478 -3.4583
C 0.8375 -5.9332 -0.8686
N 1.0918 -4.5442 -1.1316
C 0.8348 -3.8461 -2.3716
C 1.1665 -2.4115 -1.9765
O 1.0489 -1.4528 -2.7126
N 1.5859 -2.3850 -0.6641
C 1.4898 -3.6296 -0.2301
N 1.7854 -3.9687 1.0381
H 1.6054 -6.3386 -0.2084
H 0.8838 -6.4884 -1.8041
H -0.1438 -6.0874 -0.4100
H -0.2131 -3.9037 -2.6768
H 1.4682 -4.1856 -3.1935
H 1.8524 -3.1648 1.6673
H 1.2631 -4.7422 1.4260
*
```

ORCA calculation (ωB97M-V/def2-TZVPD) on a single C22H28N2O2 molecule.

Structure (SMILES): CCOC(=O)C1(CCc2ccccc2)CCN(Cc2ccccn2)CC1
Electronic energy in eV: -30344.479
Highest occupied orbital energy in eV: -8.613
HOMO-LUMO gap in eV: 9.40
LUMO energy in hartree: 0.0290

ORCA input file:
```
! wB97M-V def2-TZVPD RIJCOSX def2/J DEFGRID3
* xyz 0 1
C 3.3817 -2.6495 -0.8637
C 3.4091 -1.4919 0.1240
O 2.1262 -0.8765 0.2399
C 1.8054 0.0378 -0.6813
O 2.5510 0.3744 -1.5656
C 0.4300 0.6531 -0.4538
C 0.6698 2.0208 0.2193
C 1.3626 1.9495 1.5852
C 1.5995 3.3397 2.1039
C 2.7386 4.0439 1.7350
C 2.9446 5.3369 2.1812
C 2.0101 5.9450 3.0020
C 0.8698 5.2533 3.3723
C 0.6666 3.9600 2.9242
C -0.4943 -0.2398 0.3761
C -0.8796 -1.5070 -0.3819
N -1.5191 -1.1751 -1.6389
C -2.0510 -2.3470 -2.3158
C -3.1920 -2.9508 -1.5424
C -3.0267 -4.1008 -0.7744
C -4.1114 -4.6000 -0.0734
C -5.3246 -3.9366 -0.1610
C -5.3883 -2.8034 -0.9579
N -4.3580 -2.3258 -1.6298
C -0.6033 -0.4352 -2.4834
C -0.2289 0.8856 -1.8207
H 3.1485 -2.2801 -1.8596
H 4.3540 -3.1331 -0.8878
H 2.6301 -3.3787 -0.5691
H 4.1364 -0.7394 -0.1986
H 3.6508 -1.8384 1.1311
H -0.2930 2.5231 0.3368
H 1.2821 2.6275 -0.4524
H 0.7387 1.3960 2.2880
H 2.3161 1.4276 1.4866
H 3.4701 3.5719 1.0943
H 3.8366 5.8716 1.8887
H 2.1705 6.9540 3.3523
H 0.1369 5.7222 4.0128
H -0.2248 3.4230 3.2172
H -0.0182 -0.5233 1.3140
H -1.4044 0.3210 0.5955
H -1.5855 -2.0811 0.2237
H 0.0199 -2.1312 -0.5424
H -1.2695 -3.1119 -2.4858
H -2.4368 -2.0164 -3.2829
H -2.0673 -4.5951 -0.7320
H -4.0117 -5.4914 0.5300
H -6.1953 -4.2907 0.3687
H -6.3121 -2.2500 -1.0696
H -1.0988 -0.2314 -3.4357
H 0.3151 -1.0160 -2.6935
H 0.4578 1.4322 -2.4681
H -1.1341 1.4771 -1.6815
*
```

ORCA calculation (ωB97M-V/def2-TZVPD) on a molecular structure, H2LiO.

Electronic energy in eV: -2277.661
Highest occupied orbital energy in eV: -14.267
HOMO-LUMO gap in eV: 8.05
LUMO energy in hartree: -0.2285

ORCA input file:
```
! wB97M-V def2-TZVPD RIJCOSX def2/J DEFGRID3
* xyz 1 1
O 5.0697 -1.6521 1.5616
H 4.2484 -1.9420 2.0195
H 4.7523 -1.1569 0.7728
Li 0.0000 0.0000 0.0000
*
```

ORCA calculation (ωB97M-V/def2-TZVPD) on a molecular structure, C26H20N3O3PS5SbV.

Electronic energy in eV: -133599.049
Expectation value of S²: 2.02
Highest occupied orbital energy (alpha / beta) in eV: -2.192 / -2.228
HOMO-LUMO gap (alpha / beta) in eV: 6.13 / 6.17
LUMO energy (alpha / beta) in hartree: 0.1448 / 0.1448

ORCA input file:
```
! wB97M-V def2-TZVPD RIJCOSX def2/J DEFGRID3
* xyz -2 3
V -2.0667 -0.8098 0.2983
O -1.4189 0.2194 4.2296
C -1.0056 -0.2894 3.1987
O -1.7056 -0.5140 2.1541
C 0.4730 -0.7180 3.1391
C 1.1077 -0.7786 4.3810
C 2.4300 -1.1660 4.4961
C 3.1491 -1.4969 3.3541
C 2.5339 -1.4295 2.1179
C 1.1979 -1.0410 1.9870
P 0.4970 -0.9113 0.2818
C 1.3244 0.6080 -0.3338
C 0.9687 1.0958 -1.5933
C 1.4748 2.3032 -2.0464
C 2.3358 3.0491 -1.2528
C 2.6896 2.5758 0.0012
C 2.1847 1.3654 0.4571
C 1.3762 -2.2727 -0.5628
C 1.0287 -3.5764 -0.2196
C 1.6437 -4.6523 -0.8367
C 2.6149 -4.4380 -1.8056
C 2.9692 -3.1427 -2.1504
C 2.3517 -2.0627 -1.5326
H 0.5178 -0.5163 5.2478
H 2.8969 -1.2146 5.4725
H 4.1844 -1.8089 3.4234
H 3.0952 -1.6871 1.2277
H 0.2594 0.5503 -2.2026
H 1.1715 2.6706 -3.0187
H 2.7167 3.9996 -1.6055
H 3.3496 3.1518 0.6385
H 2.4601 1.0222 1.4473
H 0.2690 -3.7726 0.5264
H 1.3337 -5.6525 -0.5633
H 3.0857 -5.2800 -2.2989
H 3.7213 -2.9655 -2.9096
H 2.6343 -1.0589 -1.8185
S -4.7196 0.3394 -3.6827
Sb -4.0767 -1.3450 -2.2380
S -1.6872 -1.2394 -2.0693
S -4.4261 -0.5743 -0.0108
S -4.8754 -3.4033 -2.6924
N -3.8776 3.5197 -3.0376
C -3.0331 4.2080 -2.2627
O -2.8302 5.4133 -2.3960
C -2.3495 3.4568 -1.1476
C -1.5905 4.1994 -0.2533
C -0.9633 3.5530 0.7937
C -1.1132 2.1818 0.8975
N -1.8173 1.4508 0.0364
C -2.4347 2.0811 -0.9717
H -4.3123 4.0333 -3.7841
H -4.0665 2.5144 -2.9818
H -1.5260 5.2691 -0.4020
H -0.3663 4.0826 1.5231
H -0.6398 1.6471 1.7096
H -2.9934 1.4413 -1.6448
S -1.8700 -5.4776 1.5243
C -2.0909 -3.9117 1.0401
N -2.1899 -2.7950 0.7216
*
```

ORCA calculation (ωB97M-V/def2-TZVPD) on 2 unconnected molecules or ions with the total composition C2H10NOS2.

Electronic energy in eV: -27437.785
Highest occupied orbital energy in eV: -12.389
HOMO-LUMO gap in eV: 8.88
LUMO energy in hartree: -0.1288

ORCA input file:
```
! wB97M-V def2-TZVPD RIJCOSX def2/J DEFGRID3
* xyz 1 1
N 2.2971 -0.5827 0.4726
C 0.8376 -0.9046 0.7343
C -0.0737 -0.0070 -0.0890
S -1.6695 -0.8512 -0.3112
S -2.7471 0.7604 -1.0641
H 2.5792 0.2669 0.9733
H 2.3977 -0.5044 -0.5350
H 2.9557 -1.3283 0.7056
H 0.6507 -0.8584 1.7987
H 0.6883 -1.9245 0.3951
H -0.2312 0.9304 0.4516
H 0.2757 0.3481 -1.0649
H -2.7033 0.2437 -2.3006
H 5.1923 1.6206 1.1809
H 4.1505 1.7961 2.2651
O 4.3198 1.3062 1.4511
*
```